Entry 1:
{"formula": "C5H4N4", "method": "ωB97M-V/def2-TZVPD", "symbols": ["H", "N", "C", "C", "N", "H", "N", "C", "C", "C", "N", "H", "H"], "positions_angstrom": [[1.404, -1.371, 1.296], [1.058, -1.379, 0.336], [1.798, -0.812, -0.508], [3.043, -0.160, -0.248], [4.041, 0.345, 0.000], [1.466, -0.786, -1.544], [0.123, 2.434, -0.065], [-0.702, 1.718, 0.289], [-1.680, 0.835, 0.755], [-2.401, 0.107, -0.063], [-3.211, -0.380, -0.801], [-1.769, 0.717, 1.825], [-3.169, -1.267, -1.274]], "atomic_forces_ev_per_a": [[0.2, 0.2, -0.2], [-0.4, -0.4, 0.3], [-0.6, -0.1, -0.5], [0.4, 0.1, 0.4], [0.3, 0.1, 0.0], [0.1, 0.0, 0.0], [0.3, 0.2, -0.1], [0.5, 0.3, -0.3], [0.0, -0.2, 0.9], [-0.6, -0.2, -0.5], [-0.3, 0.3, 0.0], [-0.2, -0.1, 0.0], [0.3, -0.2, 0.1]], "nbo_charge": [0.35, -0.53, 0.03, 0.19, -0.25, 0.20, -0.33, 0.27, -0.57, 0.53, -0.58, 0.28, 0.41], "gap_ev": 9.54, "smiles": "[H]/N=C\\C#N.N#CC=C=N", "lumo_energy_ev": -0.08, "charge": 0, "homo_ev": -9.61, "relative_energy_kj_mol": 324.76}



Entry 2:
{"formula": "C5H4N4O", "method": "ωB97M-V/def2-TZVPD", "symbols": ["O", "C", "N", "C", "N", "C", "N", "C", "N", "C", "H", "H", "H", "H"], "positions_angstrom": [[1.504, 2.309, -0.313], [1.390, 1.095, -0.002], [2.238, 0.100, 0.390], [1.762, -1.184, 0.013], [0.530, -1.693, -0.129], [-0.566, -0.714, -0.106], [-1.880, -0.864, -0.113], [-2.336, 0.524, 0.098], [-1.316, 1.273, -0.014], [-0.042, 0.600, -0.168], [2.642, -1.931, 0.083], [0.696, -2.694, -0.713], [-3.320, 0.861, 0.679], [-1.302, 2.318, 0.295]], "atomic_forces_ev_per_a": [[1.3, -2.6, 1.5], [-3.9, 2.4, -1.6], [-1.1, -3.2, -2.3], [3.6, 2.4, 3.0], [0.5, -2.3, -2.6], [2.8, 0.3, -1.6], [-1.6, 2.7, 1.6], [-1.8, -5.3, 1.0], [4.7, 5.9, 1.1], [-3.2, -1.2, 1.4], [-1.8, 1.0, -0.4], [-1.8, 3.5, 2.2], [2.2, -1.0, -2.1], [-0.1, -2.5, -1.0]], "nbo_charge": [-0.61, 0.62, -0.54, 0.32, -0.56, 0.28, -0.49, 0.19, -0.47, -0.09, 0.21, 0.45, 0.24, 0.44], "gap_ev": 9.24, "smiles": "O=c1nc[nH]c2nc[nH]c12", "lumo_energy_ev": 0.27, "charge": 0, "homo_ev": -8.97, "relative_energy_kj_mol": 227.44}



Entry 3:
{"formula": "C5H4N4O3", "method": "ωB97M-V/def2-TZVPD", "symbols": ["C", "C", "C", "C", "C", "H", "H", "H", "H", "N", "N", "N", "N", "O", "O", "O"], "positions_angstrom": [[0.687, 1.050, -0.264], [-0.337, 0.339, 0.014], [-2.503, -0.449, -0.159], [-0.314, -1.137, -0.159], [2.028, -1.003, 0.041], [1.752, 2.635, 0.599], [-2.277, 1.668, 1.314], [-1.843, -2.437, 0.084], [2.941, 0.890, -0.674], [-1.681, 0.744, -0.177], [-1.604, -1.526, -0.162], [0.813, -1.774, -0.310], [1.968, 0.428, -0.140], [0.891, 2.390, -0.188], [-3.668, -0.307, 0.022], [3.148, -1.511, 0.159]], "atomic_forces_ev_per_a": [[8.0, 2.8, 1.8], [-6.0, -2.5, -1.4], [1.4, 2.8, 1.9], [3.2, 2.3, 0.5], [1.6, -0.6, -2.6], [-4.0, -1.6, -3.7], [1.2, -2.0, -3.2], [-0.7, -1.7, 0.1], [-4.1, -1.8, 2.2], [-0.3, 1.6, 3.2], [-0.5, 0.2, -0.9], [0.2, 0.4, 1.7], [1.7, -0.4, -1.8], [2.0, 1.6, 2.6], [-0.9, -1.9, -0.6], [-2.9, 0.7, 0.3]], "nbo_charge": [0.54, -0.13, 0.76, 0.46, 0.76, 0.51, 0.27, 0.43, 0.46, -0.48, -0.61, -0.51, -0.68, -0.67, -0.53, -0.57], "gap_ev": 7.05, "lumo_energy_ev": -1.88, "charge": 0, "homo_ev": -8.93, "relative_energy_kj_mol": 631.28}



Entry 4:
{"formula": "C5H4N5", "method": "ωB97M-V/def2-TZVPD", "symbols": ["C", "C", "C", "C", "C", "N", "N", "N", "N", "N", "H", "H", "H", "H"], "positions_angstrom": [[0.752, 2.226, -0.294], [0.038, 1.137, -0.081], [-0.855, 0.161, -0.010], [1.653, -0.947, -0.101], [-2.313, 0.566, 0.190], [1.265, 3.259, -0.479], [3.962, -1.325, 0.214], [-0.634, -1.218, 0.037], [2.871, -1.319, 0.031], [0.549, -1.651, 0.036], [-2.429, 1.714, 0.199], [-2.791, 0.023, -0.778], [-2.553, -0.021, 1.224], [0.486, -2.606, -0.189]], "atomic_forces_ev_per_a": [[0.8, 2.1, -0.4], [0.1, -3.4, 0.1], [0.6, -0.1, 0.8], [-3.4, 2.5, 0.1], [-0.4, -1.4, -0.3], [-0.2, -0.6, 0.1], [1.0, -0.4, -0.1], [-2.9, 2.1, 0.1], [1.0, -0.6, 0.5], [2.6, 0.9, -1.2], [-0.2, -2.1, 0.1], [0.4, 1.5, 2.5], [0.0, 1.7, -2.6], [0.5, -2.2, 0.4]], "nbo_charge": [0.09, 0.24, 0.13, 0.02, -0.63, -0.01, 0.24, -0.23, 0.04, -0.17, 0.26, 0.29, 0.29, 0.44], "gap_ev": [6.53, 6.54], "lumo_energy_ev": [-7.31, -7.30], "charge": 1, "homo_ev": [-13.84, -13.84], "relative_energy_kj_mol": 515.47}